[1]
Formula: C30H41N9PS2V
Source: the Open Molecules 2025 dataset
Level of theory: ωB97M-V/def2-TZVPD

XYZ file:
```
84
Properties=species:S:1:pos:R:3
V 1.063 0.229 -0.287
N 2.685 3.437 0.968
C 3.399 2.276 1.181
N 2.905 1.094 0.990
C 3.869 0.100 1.199
C 5.077 0.560 1.572
S 5.050 2.283 1.686
C 3.407 -1.261 0.900
C 3.872 -2.447 1.321
S 2.834 -3.763 0.716
C 1.697 -2.534 -0.072
N 2.313 -1.266 0.087
N 0.697 -1.481 -2.035
H 1.687 3.303 1.039
H 3.009 4.240 1.485
H 5.979 -0.001 1.755
H 4.693 -2.655 1.988
H -0.295 -1.677 -2.115
H 1.018 -1.207 -2.957
C -2.806 3.643 -0.387
C -1.700 2.651 -0.739
C -2.102 1.753 -1.913
P -0.913 1.563 0.549
C -0.759 2.513 2.143
C -2.041 2.813 2.921
C 0.198 1.739 3.059
C -2.095 0.222 0.920
C -3.444 0.482 1.170
C -4.383 -0.527 1.320
C -5.834 -0.224 1.587
C -3.936 -1.837 1.183
C -2.607 -2.124 0.948
C -1.645 -1.111 0.847
N -0.264 -1.339 0.569
C 0.302 -2.506 0.571
C -0.207 -3.799 1.046
C -0.496 -3.929 2.525
C -0.277 -4.831 0.205
C -0.064 -4.831 -1.254
C -0.718 -6.002 -1.951
C 0.611 -3.939 -1.991
C 1.421 -2.729 -1.609
C 2.757 -2.764 -2.338
H -3.055 4.227 -1.277
H -2.501 4.342 0.390
H -3.720 3.140 -0.073
H -0.826 3.235 -1.063
H -2.955 1.126 -1.646
H -1.275 1.103 -2.209
H -2.386 2.358 -2.776
H -0.297 3.464 1.846
H -2.492 1.886 3.277
H -2.783 3.358 2.343
H -1.792 3.413 3.799
H -0.275 0.806 3.377
H 0.417 2.321 3.957
H 1.137 1.482 2.571
H -3.778 1.507 1.247
H -5.999 0.843 1.726
H -6.180 -0.741 2.483
H -6.459 -0.560 0.757
H -4.647 -2.654 1.251
H -2.316 -3.153 0.811
H -0.575 -2.952 3.001
H 0.322 -4.470 3.005
H -1.422 -4.476 2.705
H -0.611 -5.779 0.621
H -1.785 -6.044 -1.719
H -0.277 -6.940 -1.604
H -0.599 -5.950 -3.032
H 0.609 -4.114 -3.065
H 3.342 -3.617 -1.999
H 3.316 -1.850 -2.135
H 2.591 -2.861 -3.414
N 3.039 5.181 -4.409
C 2.493 4.461 -3.422
N 1.728 5.097 -2.515
N 2.764 3.181 -3.380
C 2.235 2.395 -2.488
N 1.820 1.630 -1.725
H 2.858 6.160 -4.528
H 3.595 4.696 -5.092
H 1.478 6.063 -2.621
H 1.303 4.567 -1.774
```

Charge: +1
Frontier orbital gap (alpha / beta): 5.87 / 6.25 eV
2S+1: 4
Highest occupied orbital energy (alpha / beta): -0.29872 / -0.31280 hartree
Relative energy (zero: lowest compared OMol25 entry of this formula, charge and spin): 0.000 eV

How positive or negative is each atom? The Löwdin charges in e answer that: 0.63 0.10 -0.71 0.02 -0.29 -0.33 1.07 -0.37 -0.32 1.00 -0.58 -0.14 0.08 0.05 0.09 0.08 0.07 0.10 0.10 -0.10 -0.54 -0.12 1.04 -0.53 -0.11 -0.12 -0.27 -0.05 -0.25 -0.04 -0.01 0.00 -0.22 0.07 -0.18 -0.29 -0.02 -0.02 -0.24 -0.05 0.00 -0.48 -0.03 0.08 0.07 0.07 0.08 0.08 0.05 0.08 0.09 0.08 0.06 0.09 0.09 0.09 0.03 0.09 0.08 0.09 0.09 0.13 0.10 0.09 0.09 0.09 0.13 0.09 0.09 0.08 0.12 0.08 0.09 0.09 0.18 -0.49 0.19 0.13 -0.29 0.11 0.12 0.12 0.12 0.09

[2]
Formula: C31H33BiClN5O4S2Sb
Source: the Open Molecules 2025 dataset
Level of theory: ωB97M-V/def2-TZVPD

XYZ file:
```
78
Properties=species:S:1:pos:R:3
Bi -0.070 -0.861 -0.929
C 1.164 4.770 0.990
C 1.968 3.717 0.332
N 3.179 3.815 -0.099
N 3.469 2.600 -0.625
C 2.452 1.740 -0.552
S 2.460 0.127 -1.084
N 1.485 2.443 0.066
N 0.246 1.908 0.384
H 1.811 5.603 1.247
H 0.690 4.392 1.897
H 0.391 5.137 0.312
H 4.376 2.425 -1.025
H -0.432 2.653 0.478
H 0.309 1.382 1.259
C -7.764 0.356 0.101
C -7.140 -0.790 -0.372
C -5.755 -0.876 -0.385
C -4.991 0.189 0.073
C -5.616 1.336 0.549
C -7.001 1.419 0.560
Sb -2.824 0.155 0.034
C -2.646 -2.001 -0.089
C -3.005 -2.767 -1.203
C -3.025 -4.150 -1.122
C -2.679 -4.785 0.062
C -2.336 -4.035 1.180
C -2.327 -2.650 1.109
C -2.803 0.757 -2.068
C -2.364 0.012 -3.161
C -2.301 0.577 -4.431
C -2.688 1.892 -4.625
C -3.155 2.637 -3.551
C -3.206 2.073 -2.286
H -8.844 0.415 0.120
H -7.734 -1.621 -0.728
H -5.285 -1.780 -0.746
H -5.026 2.167 0.920
H -7.487 2.311 0.936
H -3.282 -2.292 -2.137
H -3.314 -4.732 -1.988
H -2.684 -5.865 0.123
H -2.069 -4.532 2.104
H -2.078 -2.075 1.994
H -2.101 -1.037 -3.061
H -1.963 -0.021 -5.267
H -2.645 2.329 -5.614
H -3.485 3.657 -3.699
H -3.584 2.658 -1.451
Cl 0.753 -3.129 -1.374
C 6.410 -0.575 6.180
C 5.334 -1.535 5.755
C 5.610 -2.568 4.863
C 4.634 -3.491 4.521
C 3.370 -3.371 5.072
C 3.068 -2.346 5.958
C 4.049 -1.429 6.288
S 2.115 -4.569 4.702
O 1.401 -4.846 5.908
O 2.703 -5.618 3.924
N 1.032 -3.804 3.701
C 1.374 -3.601 2.306
C 1.912 -2.185 2.003
C 0.797 -1.198 2.223
O 0.417 -0.903 3.329
O 0.186 -0.605 1.165
H 7.203 -0.503 5.438
H 6.864 -0.916 7.113
H 5.996 0.417 6.357
H 6.605 -2.657 4.444
H 4.845 -4.315 3.851
H 2.078 -2.294 6.394
H 3.826 -0.627 6.981
H 0.529 -3.047 4.152
H 0.497 -3.792 1.693
H 2.127 -4.343 2.045
H 2.307 -2.139 0.991
H 2.706 -1.960 2.715
```

Charge: +1
Frontier orbital gap: 7.15 eV
Highest occupied orbital energy: -0.40423 hartree

How positive or negative is each atom? The Löwdin charges in e answer that: 1.29 0.01 -0.30 0.15 0.05 -0.70 0.61 -0.07 0.08 0.10 0.09 0.10 0.17 0.10 0.09 -0.07 -0.07 -0.11 -0.37 -0.15 -0.08 1.43 -0.51 -0.17 -0.06 -0.05 -0.06 -0.15 -0.41 -0.20 -0.07 -0.07 -0.07 -0.15 0.11 0.11 0.08 0.09 0.11 0.09 0.12 0.12 0.12 0.10 0.05 0.11 0.11 0.11 0.09 -0.03 -0.05 -0.27 -0.03 -0.05 -0.29 -0.05 -0.03 0.63 -0.27 -0.28 -0.12 -0.21 -0.09 -0.57 0.10 -0.46 0.08 0.09 0.08 0.12 0.12 0.12 0.12 0.10 0.09 0.12 0.07 0.12

[3]
Formula: C14H28Br14
Source: the Open Molecules 2025 dataset
Level of theory: ωB97M-V/def2-TZVPD

XYZ file:
```
56
Properties=species:S:1:pos:R:3
Br 1.747 -3.693 0.047
C 3.450 -4.573 -0.338
C 3.682 -4.479 -1.864
Br 4.823 -5.987 -2.416
H 3.327 -5.618 -0.054
H 4.266 -4.082 0.193
H 4.049 -3.492 -2.145
H 2.796 -4.735 -2.446
Br 0.713 -1.197 1.636
C 0.510 -0.558 -0.208
C -0.618 0.574 -0.327
Br 0.252 2.361 0.382
H 0.349 -1.305 -0.986
H 1.525 -0.283 -0.493
H -1.499 0.364 0.278
H -0.872 0.647 -1.384
Br 0.602 2.527 -5.153
C 1.152 0.772 -4.302
C 2.484 0.987 -3.559
Br 2.861 -0.788 -2.884
H 1.433 0.025 -5.045
H 0.360 0.411 -3.645
H 2.434 1.722 -2.755
H 3.274 1.394 -4.189
Br -1.123 4.962 -2.919
C -2.506 3.796 -2.162
C -2.833 4.096 -0.663
Br -3.843 2.509 -0.064
H -2.255 2.780 -2.468
H -3.434 3.938 -2.716
H -3.371 5.039 -0.569
H -2.001 4.166 0.038
Br 1.730 -6.138 2.655
C 2.213 -4.445 3.431
C 0.922 -3.774 4.008
Br 1.596 -2.111 4.823
H 2.718 -3.835 2.682
H 2.959 -4.528 4.222
H 0.353 -4.231 4.817
H 0.345 -3.423 3.153
Br -1.586 6.742 1.737
C 0.126 5.733 1.470
C 1.220 6.579 2.059
Br 2.897 5.578 2.081
H 0.282 5.349 0.462
H -0.028 4.845 2.082
H 0.956 6.899 3.067
H 1.487 7.504 1.547
Br -6.966 -3.126 2.176
C -5.658 -2.070 1.096
C -4.314 -2.682 1.157
Br -3.123 -1.571 -0.069
H -5.587 -1.134 1.650
H -5.983 -1.948 0.063
H -4.400 -3.648 0.660
H -3.894 -2.845 2.150
```

Charge: +1
Frontier orbital gap (alpha / beta): 9.09 / 3.22 eV
2S+1: 2
Highest occupied orbital energy (alpha / beta): -0.44064 / -0.44064 hartree
Relative energy (zero: lowest compared OMol25 entry of this formula, charge and spin): 0.205 eV

How positive or negative is each atom? The natural (NBO) charges in e answer that: 0.27 -0.45 -0.46 0.06 0.26 0.26 0.24 0.24 0.44 -0.51 -0.40 -0.04 0.26 0.26 0.26 0.23 0.00 -0.42 -0.45 -0.04 0.23 0.21 0.23 0.25 0.00 -0.46 -0.43 -0.03 0.22 0.23 0.24 0.23 0.02 -0.48 -0.42 -0.01 0.21 0.24 0.26 0.21 -0.02 -0.43 -0.45 -0.01 0.23 0.22 0.24 0.24 0.01 -0.44 -0.38 -0.09 0.23 0.24 0.22 0.23